## A
Molecular formula: C2H3F2N
Method: DFT, ωB97M-V/def2-TZVPD

## Properties
* SMILES: F/C=C/NF
* molar mass: 79.049 g mol⁻¹
* Kohn-Sham gap: 0.410 hartree
* HOMO: -10.025 eV
* multiplicity: 1
* LUMO level: 1.135 eV

XYZ file:
```
8
C2H3F2N, DFT ωB97M-V/def2-TZVPD
F 1.351 -0.753 1.653
C 0.399 -0.873 0.721
C 0.152 0.259 0.087
N -0.704 0.238 -1.076
F -1.720 1.121 -0.774
H 0.206 -1.936 0.646
H 0.464 1.219 0.569
H -0.147 0.725 -1.825
```

---

## B
Molecular formula: C2H3F2N
Method: DFT, ωB97M-V/def2-TZVPD

## Properties
* SMILES: F[C@@H]1N[C@H]1F
* molar mass: 79.049 g mol⁻¹
* Kohn-Sham gap: 0.429 hartree
* HOMO: -10.519 eV
* multiplicity: 1
* LUMO level: 1.163 eV

XYZ file:
```
8
C2H3F2N, DFT ωB97M-V/def2-TZVPD
F 1.488 0.980 0.011
C 0.321 0.495 0.619
N 0.019 -0.920 0.423
C -0.764 0.359 -0.255
F -2.000 0.558 0.206
H 0.071 0.982 1.570
H 0.549 -1.390 -0.340
H -0.682 0.484 -1.294
```

---

Least stable of them? A.

---

## A
Molecular formula: C5H14N4
Method: DFT, ωB97M-V/def2-TZVPD

## Properties
* SMILES: C/C(N)=C/N.C/C=N/N
* molar mass: 130.195 g mol⁻¹
* Kohn-Sham gap: 0.298 hartree
* HOMO: -6.982 eV
* multiplicity: 1
* LUMO level: 1.117 eV

XYZ file:
```
23
C5H14N4, DFT ωB97M-V/def2-TZVPD
C -1.396 0.690 -2.042
C -1.199 0.540 -0.560
N -1.607 -0.646 0.042
C -0.532 1.468 0.163
N -0.481 1.441 1.580
H -0.924 1.601 -2.410
H -0.969 -0.163 -2.592
H -2.457 0.749 -2.272
H -0.696 -1.112 0.555
H -1.987 -1.290 -0.643
H -0.167 2.375 -0.302
H -1.234 0.869 1.951
H -0.518 2.370 1.984
C 1.774 -0.943 -1.130
C 1.617 -0.626 0.316
N 0.846 -1.336 1.061
N 0.962 -1.201 2.431
H 2.785 -1.317 -1.315
H 1.622 -0.045 -1.734
H 1.051 -1.692 -1.445
H 2.273 0.134 0.746
H 1.071 -0.237 2.734
H 0.164 -1.629 2.882
```

---

## B
Molecular formula: C5H14N4
Method: DFT, ωB97M-V/def2-TZVPD

## Properties
* molar mass: 130.195 g mol⁻¹
* Kohn-Sham gap (spin up / spin down): 0.272 / 0.277 hartree
* HOMO (spin up / spin down): -6.589 / -6.735 eV
* multiplicity: 1
* LUMO level (spin up / spin down): 0.810 / 0.810 eV

XYZ file:
```
23
C5H14N4, DFT ωB97M-V/def2-TZVPD
C -0.143 0.157 -0.579
C -0.727 -0.960 0.041
C 0.039 0.126 -2.071
C -0.280 1.532 0.007
C 2.384 0.089 0.986
N 1.622 -0.832 0.183
N -1.021 -1.061 1.391
N -2.636 -0.206 -0.697
N -3.394 -0.269 0.208
H 2.112 -0.997 -0.695
H -0.678 -1.907 -0.481
H -0.774 -0.257 1.955
H -0.666 -1.907 1.814
H -2.950 -0.611 1.132
H -0.860 0.507 -2.562
H 0.213 -0.887 -2.432
H 0.880 0.759 -2.360
H -1.038 2.094 -0.542
H 0.668 2.066 -0.088
H -0.545 1.549 1.063
H 1.806 0.361 1.881
H 2.676 1.027 0.480
H 3.311 -0.371 1.365
```

---

## C
Molecular formula: C5H14N4
Method: DFT, ωB97M-V/def2-TZVPD

## Properties
* SMILES: CN/N=C\N(N)C(C)C
* molar mass: 130.195 g mol⁻¹
* Kohn-Sham gap: 0.346 hartree
* HOMO: -8.451 eV
* multiplicity: 1
* LUMO level: 0.973 eV

XYZ file:
```
23
C5H14N4, DFT ωB97M-V/def2-TZVPD
C 3.436 -0.065 -0.597
N 2.026 -0.330 -0.132
N 1.792 0.415 0.944
C 0.634 0.951 1.041
N -0.359 0.831 -0.034
N -1.020 2.161 -0.181
C -1.440 -0.148 0.392
C -2.534 -0.524 -0.593
C -0.718 -1.523 0.610
H 3.635 0.804 -1.375
H 3.600 -1.121 -1.111
H 4.223 0.120 0.225
H 1.380 -0.268 -0.881
H 0.455 1.544 1.871
H -2.024 2.136 0.123
H -1.175 2.264 -1.251
H -1.922 0.098 1.415
H -3.257 -1.132 0.077
H -3.138 0.384 -0.893
H -2.229 -1.154 -1.624
H -1.353 -2.401 0.581
H 0.116 -1.687 -0.148
H -0.130 -1.357 1.540
```

---

Least stable of them? B.

---

## A
Molecular formula: H37O18
Method: DFT, ωB97M-V/def2-TZVPD

## Properties
* molar mass: 325.278 g mol⁻¹
* Kohn-Sham gap: 0.384 hartree
* HOMO: -13.115 eV
* multiplicity: 1
* LUMO level: -2.673 eV
* total charge: +1

XYZ file:
```
55
H37O18, DFT ωB97M-V/def2-TZVPD
O -2.152 4.968 1.393
H -1.960 -2.307 4.022
H -0.909 -4.779 -0.385
O -0.657 -4.603 -1.321
H -2.443 5.276 2.287
O 1.529 1.704 1.036
H 2.315 2.128 1.129
H 0.917 1.744 0.272
O -2.171 3.748 -3.025
H -2.795 3.084 -3.146
H -2.548 4.174 -2.287
O -1.315 0.802 4.378
H -0.847 0.449 3.593
H -0.629 1.362 4.707
O 2.739 1.712 3.951
H 2.393 1.718 3.006
H 3.220 0.961 4.022
O 0.427 -3.529 -4.389
H 1.279 -3.940 -4.542
H -0.279 -3.974 -4.083
O -2.031 -4.896 1.134
H -2.939 -4.598 1.285
H -2.098 -5.829 1.182
O 1.677 5.355 -1.900
H 0.927 5.606 -2.571
H -2.492 5.566 0.728
O 2.134 -1.306 -2.861
H 1.767 -2.142 -2.913
H 1.753 -1.106 -3.872
O -1.443 1.242 0.340
H -1.811 2.012 0.802
H -1.635 1.294 -0.660
O 0.150 -3.276 1.265
H -0.747 -3.876 1.298
H 0.701 -3.640 2.078
O -1.300 -1.793 3.965
H 2.479 5.231 -2.475
H -1.414 -1.013 4.548
O 0.930 -0.021 -5.246
H 0.885 -0.215 -6.064
H 1.462 0.806 -5.082
O 0.164 -0.948 0.551
H 0.409 -0.199 1.232
H 0.914 -0.888 -0.283
O 2.705 3.744 0.405
H 3.088 4.606 0.672
H 2.078 4.053 -0.298
O -3.491 -2.754 1.629
H -3.697 -3.449 2.302
H -3.195 -1.980 2.102
O 2.919 -0.188 -0.664
H 3.109 -0.832 -1.411
H 2.881 0.680 -1.230
H 0.181 -2.133 0.983
H -1.141 -3.812 -1.590
```

---

## B
Molecular formula: H37O18
Method: DFT, ωB97M-V/def2-TZVPD

## Properties
* molar mass: 325.278 g mol⁻¹
* Kohn-Sham gap: 0.419 hartree
* HOMO: -13.820 eV
* multiplicity: 1
* LUMO level: -2.422 eV
* total charge: +1

XYZ file:
```
55
H37O18, DFT ωB97M-V/def2-TZVPD
O -3.155 0.442 -0.685
H -3.985 0.689 -0.215
H -2.477 1.078 -0.336
O 2.272 0.741 1.757
H 1.879 -0.163 1.559
O -3.689 -1.233 2.512
H -3.094 -1.336 1.736
H -3.092 -0.868 3.192
O -1.780 0.253 3.754
H -2.044 1.115 4.123
H -1.564 -0.270 4.550
O -1.231 -3.444 -1.482
H -0.294 -3.198 -1.417
H -1.519 -2.782 -2.120
O -1.371 -0.464 -2.525
H -1.591 -0.572 -3.461
H -2.221 -0.115 -2.183
O -1.049 1.592 0.838
H -1.565 2.259 1.316
H -0.918 0.943 1.543
O 1.016 0.450 -1.574
H 0.040 0.529 -1.664
H 1.204 -0.517 -1.195
O 4.194 -0.686 0.574
H 4.594 -1.534 0.765
H 4.859 -0.085 0.221
O -1.702 -1.414 0.745
H -1.795 -2.162 0.120
H -2.259 -0.747 0.251
O -3.132 2.594 3.168
H -3.567 2.064 2.460
H -3.693 3.380 3.235
O -4.536 1.037 1.470
H -5.496 1.017 1.578
H -4.324 0.126 1.873
O 1.381 -1.941 -0.956
H 1.668 -1.838 -0.024
H 2.094 -2.267 -1.525
O 2.403 0.438 -4.296
H 1.599 0.594 -3.768
H 2.151 0.331 -5.220
O 4.121 1.861 -2.031
H 3.913 1.690 -2.962
H 5.035 2.162 -2.075
O 1.823 2.240 -0.101
H 1.141 1.516 -0.559
H 2.562 2.008 -0.695
O 0.782 -1.246 1.599
H 0.905 -1.622 2.488
H -0.136 -1.482 1.292
O 3.626 -1.334 -2.463
H 3.753 -1.629 -3.378
H 3.120 -0.521 -2.523
H 1.913 1.716 0.866
H 3.231 0.604 1.845
```

---

Least stable of them? A.